A 2-piece molecular cluster, C4H13N2S overall. Source: the Open Molecules 2025 dataset; level of theory: the ωB97M-V functional and the def2-TZVPD basis.

Each line ends with the natural charge from an NBO analysis.
CARTESIAN COORDINATES (ANGSTROEM)
C -1.586 -0.279 -1.438  -0.599
C -1.607 1.122 -1.537  0.020
N -0.889 2.006 -2.417  -0.826
H -0.849 -0.930 -1.893  0.200
H -2.414 -0.780 -0.963  0.242
H -2.340 1.623 -0.873  0.218
H -0.246 1.593 -3.090  0.402
H -0.890 2.995 -2.237  0.413
C 1.022 -0.019 1.491  -0.235
C 1.102 -1.552 1.593  -0.553
S 0.551 -2.018 3.299  0.015
N 1.080 0.407 0.045  -0.721
H 1.857 0.459 2.043  0.236
H 0.081 0.366 1.835  0.231
H 2.139 -1.905 1.422  0.239
H 0.415 -2.021 0.842  0.236
H -0.609 -2.557 2.857  0.146
H 1.392 1.385 -0.179  0.445
H 0.104 0.301 -0.335  0.466
H 1.688 -0.197 -0.466  0.424

Results
Highest occupied orbital energy (eV): -12.509
Total charge: +1
Electronic energy (a.u.): -667.6162
E_LUMO (eV): -3.34
ΔE to the lowest compared entry with this formula, charge and spin (kcal/mol): 39.9
HOMO-LUMO gap (eV): 9.17